ORCA calculation (wB97M-V/def2-TZVPD) on a single C16H11ClN4O3S2 molecule.

```
! wB97M-V def2-TZVPD RIJCOSX def2/J DEFGRID3
* xyz 0 1
O -3.679 -2.412 -0.095
C -3.433 -1.459 0.599
C -4.468 -0.402 0.945
S -4.606 0.704 -0.528
C -2.915 0.982 -0.846
N -2.313 0.567 -1.903
N -1.032 0.845 -1.943
C -0.583 1.491 -0.917
C 0.809 1.823 -0.713
C 1.777 1.260 -1.549
C 3.105 1.551 -1.294
N 3.505 2.336 -0.305
C 2.587 2.880 0.473
C 1.227 2.661 0.318
S -1.837 1.863 0.254
N -2.193 -1.157 1.098
C -0.953 -1.561 0.597
C -0.812 -2.472 -0.449
C 0.441 -2.722 -0.971
C 1.573 -2.088 -0.471
Cl 3.079 -2.424 -1.224
C 1.449 -1.193 0.595
C 2.548 -0.413 1.220
O 2.343 0.442 2.050
O 3.774 -0.713 0.801
C 0.179 -0.947 1.112
H -4.224 0.194 1.823
H -5.458 -0.844 1.037
H 1.479 0.608 -2.353
H 3.893 1.128 -1.902
H 2.959 3.512 1.267
H 0.514 3.117 0.987
H -2.132 -0.418 1.786
H -1.682 -2.958 -0.859
H 0.549 -3.412 -1.792
H 4.424 -0.129 1.226
H 0.106 -0.238 1.925
*
```

Values from the calculation:
frontier orbital gap: 8.077 eV
SMILES string: O=C(CSc1nnc(-c2ccncc2)s1)Nc1ccc(Cl)c(C(=O)O)c1
ΔE to the lowest compared entry with this formula, charge and spin: 0.071 eV
LUMO: -0.74 eV



ORCA calculation (wB97M-V/def2-TZVPD) on a molecular structure, C27H20InN5O2.

```
! wB97M-V def2-TZVPD RIJCOSX def2/J DEFGRID3
* xyz 2 1
In -0.917 -1.677 -3.049
C -4.222 -3.164 -2.245
O -3.337 -2.592 -1.253
C -3.494 -2.977 0.006
C -4.591 -3.695 0.463
C -4.639 -4.131 1.774
C -3.576 -3.908 2.673
C -2.481 -3.226 2.247
C -2.434 -2.695 0.923
N -1.444 -1.878 0.533
N -0.458 -1.679 1.269
C 0.807 -1.632 1.071
C 1.301 -2.057 -0.306
O 0.494 -2.480 -1.117
C 2.695 -1.802 -0.582
C 3.507 -1.300 0.364
C 3.070 -0.964 1.716
C 3.977 -0.527 2.668
C 3.574 -0.326 3.983
C 2.255 -0.549 4.348
C 1.326 -0.942 3.398
C 1.724 -1.143 2.079
H -4.216 -4.249 -2.171
H -5.232 -2.777 -2.133
H -3.825 -2.865 -3.208
H -5.422 -3.904 -0.194
H -5.518 -4.665 2.113
H -3.643 -4.248 3.697
H -1.663 -3.000 2.917
H 3.065 -2.084 -1.559
H 4.561 -1.180 0.136
H 5.008 -0.361 2.378
H 4.291 0.004 4.722
H 1.952 -0.426 5.379
H 0.294 -1.105 3.681
N 4.206 7.855 -2.051
C 3.472 6.973 -2.013
C 2.566 5.852 -1.956
C 1.194 6.058 -1.881
C 0.331 4.978 -1.815
C 0.837 3.688 -1.823
C 2.206 3.477 -1.901
C 3.068 4.555 -1.969
N -0.064 2.566 -1.758
C -1.439 2.618 -1.669
C -1.875 1.335 -1.664
N -0.794 0.479 -1.742
C 0.271 1.259 -1.804
H 0.799 7.065 -1.874
H -0.731 5.166 -1.760
H 2.624 2.480 -1.912
H 4.136 4.393 -2.032
H -1.993 3.536 -1.617
H -2.888 0.972 -1.604
H 1.284 0.899 -1.877
*
```

Values from the calculation:
frontier orbital gap (spin up / spin down): 5.364 / 5.363 eV
ΔE to the lowest compared entry with this formula, charge and spin: 0.157 eV
LUMO (spin up / spin down): -8.43 / -8.43 eV



ORCA calculation (wB97M-V/def2-TZVPD) on a molecular structure, C6H8.

```
! wB97M-V def2-TZVPD RIJCOSX def2/J DEFGRID3
* xyz 0 1
C -1.223 -0.179 0.726
C -0.434 1.052 0.224
C 0.995 0.671 0.336
C 1.324 -0.684 0.032
C -0.621 -0.843 -0.508
C -0.461 0.417 -1.134
H -2.297 0.003 0.626
H -0.978 -0.584 1.713
H -0.707 2.080 0.454
H 1.708 1.347 0.815
H 1.541 -1.023 -0.973
H 2.046 -1.147 0.726
H -0.825 -1.822 -0.931
H -0.068 0.724 -2.097
*
```

Values from the calculation:
frontier orbital gap: 8.624 eV
ΔE to the lowest compared entry with this formula, charge and spin: 4.329 eV
LUMO: 0.84 eV



ORCA calculation (wB97M-V/def2-TZVPD) on a single C3H8N2O molecule.

```
! wB97M-V def2-TZVPD RIJCOSX def2/J DEFGRID3
* xyz 0 1
C 2.421 -0.310 -0.593
N 1.142 -0.441 0.065
C 0.327 0.546 -0.015
O 0.159 1.667 -0.462
N -0.956 -0.024 0.838
C -2.215 -0.024 0.079
H 3.223 -0.359 0.154
H 2.559 -1.159 -1.275
H 2.520 0.622 -1.163
H -1.036 0.532 1.688
H -0.576 -0.950 1.050
H -2.403 0.999 -0.249
H -3.041 -0.391 0.694
H -2.092 -0.664 -0.798
*
```

Values from the calculation:
frontier orbital gap: 9.156 eV
SMILES string: C/N=C(\[O-])[NH2+]C
ΔE to the lowest compared entry with this formula, charge and spin: 1.706 eV
LUMO: 0.63 eV



ORCA calculation (wB97M-V/def2-TZVPD) on 19 unconnected molecules or ions with the total composition C30H102N4O23.

```
! wB97M-V def2-TZVPD RIJCOSX def2/J DEFGRID3
* xyz -1 2
C -21.009 -8.096 -11.794
O -21.873 -7.031 -11.682
C -23.270 -7.439 -11.615
C -23.843 -7.990 -12.956
N -23.810 -6.917 -13.916
C -24.304 -7.212 -15.260
C -23.912 -6.317 -16.409
O -22.565 -6.514 -16.853
C -22.264 -5.756 -17.982
H -21.042 -8.835 -10.994
H -20.022 -7.642 -11.877
H -21.165 -8.507 -12.792
H -23.793 -6.548 -11.268
H -23.417 -8.156 -10.807
H -24.879 -8.308 -12.839
H -23.322 -8.909 -13.226
H -22.875 -6.536 -13.966
H -25.368 -7.441 -15.199
H -23.922 -8.182 -15.578
H -24.028 -5.305 -16.021
H -24.590 -6.322 -17.262
H -22.833 -6.050 -18.864
H -21.213 -5.898 -18.234
H -22.549 -4.715 -17.831
C -22.115 4.367 -15.186
O -22.169 3.234 -14.354
C -21.677 2.129 -15.058
C -22.335 0.881 -14.382
N -21.403 0.320 -13.395
C -22.044 -0.672 -12.511
C -22.312 -1.990 -13.255
O -23.286 -1.765 -14.250
C -23.792 -3.038 -14.736
H -21.368 4.348 -15.980
H -21.776 5.109 -14.463
H -23.048 4.686 -15.650
H -20.593 2.038 -14.987
H -22.002 2.170 -16.098
H -22.502 0.195 -15.213
H -23.354 1.037 -14.026
H -21.189 1.172 -12.897
H -22.913 -0.149 -12.113
H -21.415 -0.944 -11.663
H -22.641 -2.789 -12.590
H -21.398 -2.350 -13.726
H -24.179 -3.066 -15.755
H -24.640 -3.377 -14.140
H -23.038 -3.825 -14.709
C -20.510 2.219 -10.614
O -21.725 2.271 -11.310
C -22.789 2.886 -10.662
C -24.202 2.585 -11.322
N -24.329 3.401 -12.490
C -25.532 3.206 -13.348
C -26.877 3.179 -12.525
O -27.896 3.667 -13.391
C -29.082 3.874 -12.674
H -19.809 1.604 -11.179
H -20.653 1.725 -9.653
H -20.071 3.196 -10.410
H -22.694 3.971 -10.616
H -22.753 2.636 -9.601
H -24.945 2.876 -10.579
H -24.362 1.548 -11.617
H -23.535 3.224 -13.090
H -25.476 2.222 -13.812
H -25.497 3.947 -14.147
H -26.841 3.886 -11.697
H -27.134 2.166 -12.216
H -29.917 3.996 -13.364
H -28.995 4.693 -11.959
H -29.228 2.894 -12.220
C -24.127 10.848 -18.770
O -23.982 10.329 -17.469
C -24.355 9.003 -17.322
C -24.083 8.466 -15.889
N -22.682 8.672 -15.569
C -22.332 8.511 -14.134
C -20.989 9.190 -13.856
O -20.944 10.519 -14.419
C -19.666 10.981 -14.701
H -23.530 10.350 -19.535
H -23.768 11.877 -18.769
H -25.208 10.863 -18.905
H -23.674 8.440 -17.961
H -25.368 8.788 -17.660
H -24.368 7.415 -15.842
H -24.709 8.978 -15.158
H -22.292 9.535 -15.919
H -22.374 7.426 -14.034
H -23.126 8.987 -13.557
H -20.161 8.582 -14.220
H -20.801 9.211 -12.783
H -19.111 11.151 -13.778
H -19.760 11.918 -15.249
H -19.165 10.294 -15.382
C -22.860 5.453 -19.124
O -21.660 5.140 -18.408
H -23.119 6.492 -18.916
H -22.816 5.371 -20.210
H -23.664 4.790 -18.806
H -21.252 4.379 -18.828
C -20.855 -1.341 -8.614
O -19.840 -2.222 -8.217
H -20.820 -1.252 -9.700
H -21.906 -1.567 -8.432
H -20.611 -0.399 -8.123
H -20.241 -3.089 -8.306
C -18.814 -2.590 -11.125
O -18.748 -2.893 -12.552
H -18.074 -3.010 -10.443
H -18.703 -1.506 -11.077
H -19.793 -2.900 -10.760
H -18.854 -3.822 -12.771
C -20.313 6.287 -11.210
O -18.960 6.073 -10.903
H -20.655 7.253 -10.838
H -20.492 6.283 -12.285
H -20.998 5.532 -10.826
H -18.713 6.366 -10.023
C -19.583 -5.068 -15.191
O -18.992 -5.176 -13.897
H -18.791 -5.333 -15.892
H -20.444 -5.736 -15.198
H -19.901 -4.060 -15.455
H -18.510 -6.005 -13.851
C -26.431 -1.248 -12.240
O -25.906 -1.546 -10.968
H -26.542 -0.183 -12.443
H -25.612 -1.572 -12.881
H -27.371 -1.754 -12.460
H -26.118 -0.761 -10.458
O -18.779 5.566 -15.166
H -18.325 5.060 -15.839
H -19.477 6.021 -15.637
O -17.628 2.442 -14.663
H -17.358 2.896 -13.865
H -17.998 3.130 -15.216
O -20.832 -1.319 -16.971
H -21.319 -1.370 -16.148
H -21.406 -1.733 -17.616
O -25.342 -4.188 -11.452
H -24.416 -4.186 -11.210
H -25.650 -3.309 -11.231
O -20.625 6.737 -16.665
H -21.391 7.279 -16.477
H -20.949 6.060 -17.258
O -18.823 -0.707 -14.330
H -18.922 -1.556 -13.900
H -19.642 -0.247 -14.145
O -22.556 -4.405 -10.625
H -22.461 -5.184 -11.173
H -21.838 -4.467 -9.994
O -26.335 -5.954 -13.502
H -26.131 -5.471 -12.701
H -25.483 -6.237 -13.834
O -19.088 0.762 -17.056
H -19.746 0.090 -16.881
H -19.430 1.243 -17.810
*
```

Values from the calculation:
<S²>: 0.750
frontier orbital gap (spin up / spin down): 1.146 / 8.082 eV
LUMO (spin up / spin down): 1.55 / 1.49 eV